# 1
A structure of composition C39H54BaN6O5P in a non-equilibrium geometry, computed with ωB97M-V with the def2-TZVPD basis set.

Results
Gap between HOMO and LUMO in eV: 6.5
LUMO energy in eV: 2.4
Charge: -1

Last column: Löwdin charge in e.
Element x y z (Å)
1 Ba -0.0271 0.9364 -0.0851  1.841
2 C 0.8694 -1.1266 -5.5087  -0.060
3 O 1.9811 -1.0843 -4.6409  -0.070
4 C 3.0280 -1.9023 -4.8810  -0.224
5 C 3.2110 -2.6059 -6.0589  -0.025
6 C 4.3695 -3.3471 -6.2691  -0.108
7 C 5.3531 -3.3749 -5.2993  -0.114
8 C 5.1584 -2.7046 -4.0982  -0.028
9 C 3.9941 -1.9890 -3.8483  -0.170
10 N 3.8218 -1.3435 -2.6242  0.144
11 C 2.5970 -1.0882 -1.9761  -0.361
12 N 1.7829 -2.1603 -2.0222  0.148
13 C 0.3634 -2.2963 -1.9770  -0.230
14 C -0.4958 -1.3794 -1.3780  -0.249
15 C -1.8604 -1.7103 -1.4879  -0.188
16 C -2.3255 -2.8664 -2.0912  -0.119
17 C -1.4318 -3.7656 -2.6661  -0.065
18 C -0.0842 -3.4649 -2.6211  -0.233
19 O 0.8962 -4.2609 -3.2042  -0.126
20 C 0.4679 -5.3708 -3.9501  -0.106
21 N 2.3467 0.0375 -1.3938  0.044
22 C 3.3240 1.0363 -1.3118  -0.232
23 C 3.1325 2.2714 -1.9192  -0.026
24 C 4.0676 3.2901 -1.7918  -0.091
25 C 5.2155 3.0874 -1.0495  -0.104
26 C 5.4272 1.8672 -0.4161  -0.038
27 C 4.4923 0.8541 -0.5388  -0.234
28 O 4.6208 -0.3695 0.0610  -0.093
29 C 5.6532 -0.5226 1.0058  -0.087
30 H 0.0971 -0.5299 -5.0298  0.102
31 H 0.5023 -2.1496 -5.6331  0.095
32 H 1.1102 -0.7047 -6.4905  0.092
33 H 2.4638 -2.5608 -6.8405  0.103
34 H 4.4994 -3.8923 -7.1950  0.095
35 H 6.2655 -3.9346 -5.4610  0.094
36 H 5.9180 -2.7399 -3.3252  0.111
37 H 4.6475 -1.0179 -2.1567  0.126
38 H 2.1981 -2.9390 -2.5105  0.121
39 H -2.6065 -1.0202 -1.0948  0.058
40 H -3.3885 -3.0860 -2.1313  0.089
41 H -1.8051 -4.6663 -3.1339  0.089
42 H 1.3565 -5.7894 -4.4205  0.087
43 H -0.2466 -5.0848 -4.7285  0.088
44 H 0.0045 -6.1316 -3.3130  0.091
45 H 2.2190 2.4335 -2.4743  0.106
46 H 3.8952 4.2435 -2.2742  0.100
47 H 5.9491 3.8762 -0.9401  0.094
48 H 6.3292 1.7180 0.1634  0.096
49 H 5.4920 -1.4905 1.4743  0.093
50 H 5.6192 0.2574 1.7714  0.097
51 H 6.6418 -0.5123 0.5327  0.091
52 C -4.9440 3.9056 -1.8550  -0.038
53 N -3.5034 3.8072 -1.7440  -0.063
54 C -2.6854 4.8830 -1.9034  -0.079
55 C -1.3572 4.7994 -1.7135  -0.001
56 C -0.8034 3.5233 -1.2759  -0.590
57 O 0.3966 3.4021 -0.9516  -0.190
58 N -1.6317 2.4585 -1.2159  -0.084
59 C -2.9560 2.5357 -1.4289  -0.543
60 O -3.7297 1.5860 -1.3503  0.023
61 H -5.2101 4.8720 -2.2806  0.080
62 H -5.4113 3.7988 -0.8740  0.090
63 H -5.3145 3.1030 -2.4893  0.087
64 H -3.1743 5.8063 -2.1911  0.117
65 H -0.7007 5.6464 -1.8412  0.100
66 C -1.7561 0.6580 6.3483  -0.097
67 C -0.7992 0.5233 5.1647  -0.592
68 C 0.2605 1.6370 5.1998  -0.120
69 C -0.0377 -0.8017 5.2989  -0.115
70 P -1.5376 0.5211 3.3630  0.746
71 N -0.4620 0.7147 2.3070  -0.594
72 C -2.8980 1.9035 3.3935  -0.589
73 C -4.1825 1.6263 4.1706  -0.091
74 C -2.2178 3.1567 3.9640  -0.109
75 C -3.2309 2.2453 1.9378  -0.113
76 C -2.4840 -1.1655 3.1967  -0.583
77 C -3.3980 -1.0063 1.9723  -0.103
78 C -3.3313 -1.6477 4.3731  -0.095
79 C -1.4339 -2.2312 2.8256  -0.105
80 H -1.2053 0.4897 7.2816  0.081
81 H -2.5646 -0.0741 6.3072  0.053
82 H -2.2000 1.6518 6.4121  0.055
83 H 1.0501 1.3940 5.9192  0.071
84 H -0.1571 2.6009 5.4900  0.055
85 H 0.7118 1.7269 4.2080  0.054
86 H 0.6276 -0.7646 6.1687  0.075
87 H 0.5706 -0.9745 4.4092  0.077
88 H -0.7089 -1.6477 5.4412  0.050
89 H -3.9813 1.3176 5.1974  0.054
90 H -4.7909 0.8589 3.6916  0.059
91 H -4.7855 2.5411 4.2092  0.082
92 H -2.1372 3.1275 5.0501  0.052
93 H -2.7982 4.0478 3.7008  0.080
94 H -1.2212 3.2639 3.5321  0.075
95 H -3.7513 1.4516 1.4083  0.055
96 H -2.3066 2.4596 1.4000  0.048
97 H -3.8626 3.1410 1.9010  0.085
98 H -4.2769 -0.4013 2.1946  0.060
99 H -3.7493 -1.9869 1.6376  0.085
100 H -2.8477 -0.5526 1.1481  0.054
101 H -4.0858 -0.9136 4.6607  0.055
102 H -2.7297 -1.8840 5.2510  0.054
103 H -3.8541 -2.5647 4.0783  0.084
104 H -0.6049 -1.7608 2.2929  0.052
105 H -1.8717 -2.9809 2.1601  0.077
106 H -1.0466 -2.7528 3.7008  0.059



# 2
A structure of composition C39H55BrIInN4O5, computed with ωB97M-V with the def2-TZVPD basis set.

Results
Gap between HOMO and LUMO in eV: 4.6
LUMO energy in eV: 3.9
Charge: -2

Last column: Löwdin charge in e.
Element x y z (Å)
1 In 1.2185 -0.1541 0.0562  0.378
2 C -5.3330 2.1327 -4.0828  -0.061
3 C -4.6576 0.8026 -4.4520  -0.565
4 C -5.5431 -0.3548 -3.9664  -0.056
5 C -4.5689 0.7268 -5.9762  -0.079
6 C -3.2801 0.7076 -3.7943  -0.195
7 C -3.1591 0.7884 -2.4110  -0.109
8 C -1.9244 0.6686 -1.8167  -0.524
9 Br -1.8642 0.7754 0.0772  0.868
10 C -0.7023 0.4335 -2.5032  -0.367
11 O 0.4346 0.2652 -1.9109  -0.242
12 C -0.8335 0.3841 -3.9248  -0.069
13 C -2.0984 0.5085 -4.5003  -0.007
14 C 0.3438 0.1675 -4.9023  -0.521
15 C 1.7341 0.0696 -4.2632  -0.091
16 C 0.3872 1.3422 -5.8959  -0.062
17 C 0.1147 -1.1403 -5.6793  -0.050
18 H -6.3161 2.2133 -4.5624  0.074
19 H -4.7163 2.9753 -4.4073  0.087
20 H -5.4752 2.2198 -3.0030  0.074
21 H -6.5449 -0.2911 -4.4093  0.075
22 H -5.6473 -0.3405 -2.8790  0.077
23 H -5.0994 -1.3145 -4.2433  0.089
24 H -5.5727 0.8101 -6.4047  0.076
25 H -4.1389 -0.2231 -6.3042  0.083
26 H -3.9579 1.5381 -6.3819  0.084
27 H -4.0267 0.9364 -1.7766  0.093
28 H -2.1555 0.4393 -5.5802  0.083
29 H 1.9859 0.9552 -3.6818  0.073
30 H 2.4697 -0.0403 -5.0705  0.082
31 H 1.8257 -0.7827 -3.5940  0.032
32 H 0.5545 2.2807 -5.3597  0.089
33 H -0.5395 1.4398 -6.4680  0.064
34 H 1.2111 1.1995 -6.6044  0.076
35 H 0.0518 -1.9820 -4.9842  0.082
36 H 0.9529 -1.3209 -6.3622  0.079
37 H -0.8061 -1.1148 -6.2697  0.068
38 O 0.7174 2.7886 -0.4914  0.001
39 C 1.0004 3.7914 0.1248  -0.219
40 C 2.0106 3.9379 1.1710  -0.119
41 C 2.1087 5.1676 1.7856  0.017
42 C 3.0251 5.3969 2.7999  -0.190
43 C 3.8897 4.3535 3.2208  -0.026
44 C 3.8239 3.1326 2.6338  0.000
45 C 2.8800 2.8345 1.5635  -0.376
46 O 2.8191 1.7075 1.0590  -0.173
47 N 3.0874 6.6827 3.4251  -0.388
48 O 3.8608 6.8441 4.3643  0.007
49 O 2.3563 7.5796 3.0172  0.010
50 H 0.4568 4.7348 -0.1010  0.120
51 H 1.4570 5.9772 1.4762  0.118
52 H 4.5900 4.5581 4.0198  0.106
53 H 4.4738 2.3213 2.9425  0.109
54 C -2.9520 -2.0054 2.1687  -0.103
55 C -1.4372 -2.1688 2.3479  -0.413
56 C -1.1219 -2.2592 3.8441  -0.076
57 C -0.8934 -3.3512 1.5810  -0.165
58 C -1.4506 -4.5946 1.8682  -0.113
59 C -1.0915 -5.7633 1.2128  -0.159
60 C -0.1452 -5.6378 0.1914  -0.105
61 C 0.4526 -4.4373 -0.1428  -0.161
62 C 1.4538 -4.4605 -1.2914  -0.388
63 C 1.1033 -3.5103 -2.4465  -0.089
64 C 2.8988 -4.2491 -0.8202  -0.103
65 C 0.1655 -3.2007 0.5921  -0.315
66 N 0.9255 -2.1497 0.2536  -0.104
67 H -3.3138 -1.0799 2.6387  0.063
68 H -3.4873 -2.8444 2.6254  0.061
69 H -3.2133 -1.9749 1.1112  0.066
70 H -0.9443 -1.2849 1.9551  0.045
71 H -1.6237 -3.1250 4.2893  0.067
72 H -1.4589 -1.3628 4.3816  0.060
73 H -0.0495 -2.3818 4.0109  0.070
74 H -2.2168 -4.6506 2.6412  0.087
75 H -1.5471 -6.7174 1.4566  0.062
76 H 0.1348 -6.5226 -0.3790  0.087
77 H 1.3966 -5.4773 -1.6965  0.105
78 H 1.1579 -2.4720 -2.1151  0.029
79 H 0.0881 -3.7042 -2.8082  0.075
80 H 1.8016 -3.6523 -3.2817  0.070
81 H 2.9870 -3.2818 -0.3234  -0.002
82 H 3.5952 -4.2668 -1.6694  0.064
83 H 3.1885 -5.0393 -0.1174  0.066
84 C 3.0163 0.8351 6.4607  -0.074
85 C 1.9538 -0.0703 5.8442  -0.235
86 N 1.2473 0.5441 4.7334  -0.080
87 C 0.1474 1.4379 5.0575  -0.220
88 C 0.4234 2.9082 4.7556  -0.062
89 C 1.5051 0.2084 3.4218  -0.401
90 C 2.7148 -0.6475 3.1359  -0.007
91 N 0.7867 0.5887 2.4281  0.114
92 H 3.5589 0.3104 7.2524  0.069
93 H 2.5639 1.7320 6.8926  0.066
94 H 3.7309 1.1554 5.6990  0.070
95 H 1.2142 -0.3383 6.6027  0.112
96 H 2.3976 -1.0050 5.5151  0.104
97 H -0.0581 1.3145 6.1215  0.112
98 H -0.7565 1.1096 4.5365  0.107
99 H 1.2841 3.2663 5.3245  0.070
100 H -0.4454 3.5186 5.0157  0.076
101 H 0.6456 3.0627 3.6999  0.060
102 H 3.5129 -0.4939 3.8629  0.073
103 H 3.1035 -0.3918 2.1513  0.031
104 H 2.4365 -1.7042 3.1135  0.096
105 H -0.0128 1.1671 2.6574  0.048
106 I 3.7463 -0.4117 -1.0793  0.308



# 3
A structure of composition C39H55CuN4OP2Si2, computed with ωB97M-V with the def2-TZVPD basis set.

Results
Gap between HOMO and LUMO (alpha / beta) in eV: 6.3 / 6.6
Spin multiplicity: 2
LUMO energy (alpha / beta) in eV: 2.5 / 2.5
Charge: -1

Last column: Löwdin spin population.
Element x y z (Å)
1 Cu 0.0007 -1.4837 0.6898  0.432
2 C -2.4011 -1.6523 -3.0209  0.000
3 Si -2.4631 0.1248 -2.3687  0.001
4 C -1.7437 1.2191 -3.7279  0.000
5 C -4.2856 0.5669 -2.2570  0.000
6 N -1.5674 0.2751 -0.9561  0.007
7 P -1.8805 0.5784 0.5664  0.025
8 C -0.7877 0.0593 1.7737  0.102
9 P 0.7716 0.7749 1.7598  0.017
10 N 1.7104 0.3617 0.5504  0.004
11 Si 3.2440 0.5692 -0.0879  0.000
12 C 3.1160 1.4105 -1.7765  0.000
13 C 4.4734 1.6414 0.8570  0.000
14 C 4.0724 -1.0950 -0.3416  0.000
15 C 0.7426 2.6161 1.9000  0.005
16 C 0.4715 3.2546 3.1085  0.002
17 C 0.4825 4.6380 3.2010  0.000
18 C 0.7528 5.4079 2.0756  0.002
19 C 1.0083 4.7848 0.8625  0.000
20 C 1.0079 3.3972 0.7806  0.002
21 C 1.5344 0.3341 3.3822  0.000
22 C 0.9787 -0.6592 4.1777  -0.001
23 C 1.5958 -1.0543 5.3589  0.000
24 C 2.7717 -0.4458 5.7692  0.000
25 C 3.3265 0.5667 4.9941  0.000
26 C 2.7113 0.9476 3.8118  0.000
27 C -3.5017 -0.2310 0.9497  0.000
28 C -4.6908 0.4367 1.2176  0.000
29 C -5.8795 -0.2629 1.4090  0.000
30 C -5.9003 -1.6459 1.3278  0.000
31 C -4.7192 -2.3280 1.0489  0.000
32 C -3.5435 -1.6231 0.8612  -0.001
33 C -2.3047 2.3502 0.8167  0.008
34 C -2.6246 2.8258 2.0877  0.002
35 C -3.0073 4.1451 2.2746  0.000
36 C -3.0672 5.0127 1.1889  0.002
37 C -2.7367 4.5543 -0.0776  0.000
38 C -2.3601 3.2274 -0.2588  0.003
39 H -3.3640 -1.9531 -3.4445  0.000
40 H -1.6484 -1.7796 -3.8023  0.000
41 H -2.1571 -2.3358 -2.2039  0.000
42 H -2.0069 0.8364 -4.7195  0.000
43 H -2.1173 2.2449 -3.6616  0.000
44 H -0.6530 1.2595 -3.6529  0.000
45 H -4.7181 0.5993 -3.2627  0.000
46 H -4.8436 -0.1623 -1.6651  0.000
47 H -4.4298 1.5466 -1.7921  0.000
48 H 3.0705 2.4962 -1.6466  0.000
49 H 3.9796 1.1956 -2.4140  0.000
50 H 2.2071 1.1056 -2.3025  0.000
51 H 3.9998 2.5475 1.2444  0.000
52 H 4.9322 1.1097 1.6937  0.000
53 H 5.2692 1.9498 0.1711  0.000
54 H 3.4215 -1.7508 -0.9267  0.000
55 H 5.0381 -1.0135 -0.8505  0.000
56 H 4.2299 -1.5737 0.6289  0.000
57 H 0.2538 2.6563 3.9865  0.000
58 H 0.2737 5.1182 4.1496  0.000
59 H 0.7606 6.4891 2.1452  0.000
60 H 1.2061 5.3783 -0.0221  0.000
61 H 1.2002 2.9033 -0.1648  0.000
62 H 0.0447 -1.1063 3.8610  0.000
63 H 1.1550 -1.8436 5.9557  0.000
64 H 3.2530 -0.7518 6.6907  0.000
65 H 4.2377 1.0595 5.3124  0.000
66 H 3.1466 1.7447 3.2233  0.000
67 H -4.7048 1.5191 1.2723  0.000
68 H -6.7935 0.2814 1.6154  0.000
69 H -6.8257 -2.1894 1.4755  0.000
70 H -4.7180 -3.4095 0.9756  0.000
71 H -2.6298 -2.1567 0.6278  -0.001
72 H -2.5556 2.1459 2.9298  0.000
73 H -3.2470 4.5034 3.2685  0.000
74 H -3.3591 6.0458 1.3352  0.000
75 H -2.7654 5.2293 -0.9245  0.000
76 H -2.0841 2.8658 -1.2425  0.000
77 C 2.6974 -0.9676 -4.3702  0.000
78 C 1.3353 -1.5403 -3.9959  0.001
79 N 1.4141 -2.7831 -3.2406  0.000
80 C 1.9131 -3.9413 -3.9677  0.000
81 C 3.4172 -4.1899 -3.8295  0.000
82 C 1.0560 -2.8685 -1.9149  0.001
83 C 1.1861 -4.2146 -1.2578  0.003
84 N 0.6157 -1.9017 -1.2062  0.032
85 H 2.5865 0.0504 -4.7460  0.000
86 H 3.1801 -1.5618 -5.1477  0.000
87 H 3.3522 -0.9340 -3.4991  0.000
88 H 0.7492 -1.7319 -4.9005  0.000
89 H 0.7710 -0.8040 -3.4308  0.000
90 H 1.6623 -3.7818 -5.0194  0.000
91 H 1.3604 -4.8277 -3.6603  0.000
92 H 3.9975 -3.5161 -4.4579  0.000
93 H 3.6618 -5.2147 -4.1162  0.000
94 H 3.7440 -4.0370 -2.8004  0.000
95 H 0.3755 -4.8708 -1.5833  0.000
96 H 1.1246 -4.0845 -0.1798  0.003
97 H 2.1304 -4.7011 -1.4946  0.000
98 H 0.4962 -1.0050 -1.6671  0.002
99 C -1.1269 -3.9757 2.0652  0.049
100 C 0.1034 -3.0892 1.8698  0.193
101 O 1.1322 -3.3911 2.4309  0.099
102 H -0.8530 -4.8951 2.5883  0.005
103 H -1.5777 -4.2043 1.0959  0.000
104 H -1.8704 -3.4219 2.6434  0.001



no.,total energy (eV),molecular weight (g mol⁻¹)
1,-70482.380,855.2
2,-140851.215,981.5
3,-128320.832,777.6